C50H95F8N14O26S8 | ωB97M-V with the def2-TZVPD basis set

Each line ends with the Mulliken charge.
Cartesian coordinates (Å):
1 C 0.947312 -3.754589 -1.077890  0.060
2 C 0.408068 -2.542617 -1.959880  -0.261
3 N -0.011540 -1.409185 -1.169708  1.251
4 C 0.842006 -0.406149 -0.690575  -1.104
5 C -0.021947 0.556781 -0.076628  -0.768
6 N -1.385769 0.180690 -0.275382  1.074
7 C -1.317080 -1.060222 -0.871422  -0.896
8 C -2.600785 0.772630 0.238688  0.691
9 H 1.879960 -3.635251 -0.526483  -0.733
10 H 1.049384 -4.565451 -1.799127  0.378
11 H 0.243671 -3.893480 -0.257093  -0.002
12 H -0.435738 -2.978256 -2.494970  0.128
13 H 1.183163 -2.252720 -2.669311  0.197
14 H 1.921323 -0.396653 -0.727854  0.957
15 H 0.288006 1.453304 0.439695  0.490
16 H -2.202696 -1.654186 -1.042585  0.502
17 H -3.074116 1.365607 -0.543901  -0.312
18 H -2.334861 1.377836 1.105356  -0.358
19 H -3.244759 -0.040392 0.573962  -0.272
20 C 2.331632 5.007842 1.188582  -0.631
21 C 3.580637 4.275012 1.532397  -0.395
22 N 3.471361 3.409068 2.704947  0.731
23 C 3.162875 2.079808 2.702529  -0.685
24 C 3.364732 1.620691 4.062788  -1.138
25 N 3.809232 2.722408 4.770144  0.320
26 C 3.841143 3.798205 3.961678  -0.437
27 C 4.130335 2.766163 6.136851  -0.922
28 H 2.227169 5.883864 1.828714  0.600
29 H 1.418214 4.417407 1.260370  -0.107
30 H 2.363548 5.413984 0.177575  0.296
31 H 4.510653 4.838834 1.605043  0.530
32 H 4.043310 3.700564 0.729874  -0.517
33 H 2.901811 1.557963 1.793719  1.139
34 H 3.137303 0.693403 4.567587  0.632
35 H 3.967577 4.820068 4.287593  0.395
36 H 5.208201 2.776231 6.298706  0.359
37 H 3.741954 1.901068 6.674319  0.321
38 H 3.755672 3.682739 6.592487  0.345
39 C -1.360397 -4.334896 5.664507  -1.117
40 C 0.011304 -3.577109 5.646973  -0.524
41 N -0.080626 -2.173981 5.255327  0.293
42 C -0.291280 -1.763259 3.886111  -1.481
43 C -0.261818 -0.352383 3.936829  -0.705
44 N -0.088996 -0.027624 5.306750  0.388
45 C 0.001621 -1.081104 6.116591  -0.084
46 C 0.051744 1.390348 5.754616  -0.847
47 H -1.796405 -4.613298 4.705090  0.314
48 H -2.106678 -3.635934 6.042171  0.340
49 H -1.229173 -5.170043 6.352554  0.382
50 H 0.755043 -4.059578 5.012797  0.165
51 H 0.500676 -3.448785 6.612452  0.505
52 H -0.505048 -2.447279 3.078135  1.158
53 H -0.476370 0.430702 3.224695  0.801
54 H 0.028829 -0.973132 7.190831  0.468
55 H 0.737958 1.419551 6.601003  0.428
56 H -0.919085 1.748778 6.096848  0.406
57 H 0.366929 2.059838 4.954273  -0.006
58 C -6.814504 -2.489050 -2.915375  -1.172
59 C -5.629305 -1.429368 -2.694995  0.164
60 N -6.034230 -0.329162 -1.811272  0.690
61 C -6.269639 -0.322376 -0.475897  -0.511
62 C -6.737784 0.869329 -0.029713  -0.805
63 N -6.775701 1.690738 -1.134870  0.317
64 C -6.379829 0.964007 -2.228054  -0.453
65 C -7.263475 3.064358 -1.043363  -0.944
66 H -7.705593 -2.176868 -3.459985  0.355
67 H -7.127628 -3.086714 -2.059308  0.337
68 H -6.295458 -3.221683 -3.533385  0.310
69 H -5.253120 -1.009544 -3.627911  0.130
70 H -4.720557 -1.911072 -2.334113  -0.242
71 H -6.207454 -1.246397 0.079722  0.691
72 H -7.031747 1.148840 0.971220  0.523
73 H -6.317085 1.439889 -3.195523  0.526
74 H -6.894938 3.700807 -1.847864  0.318
75 H -6.927953 3.465088 -0.086837  0.332
76 H -8.350450 3.010107 -1.103629  0.318
77 C 6.180863 -6.224582 -0.223018  -1.330
78 C 6.127299 -5.562812 1.156391  -0.355
79 C 5.581485 -4.026544 0.959992  -0.390
80 N 5.252813 -3.222626 2.263041  0.653
81 C 6.572881 -3.119443 3.067486  -1.058
82 C 4.104397 -3.797680 3.088662  -0.799
83 C 2.860626 -3.375988 2.329510  0.644
84 C 3.117609 -2.004701 1.695762  1.830
85 C 4.614529 -1.837693 1.943169  -1.299
86 H 6.715253 -5.594529 -0.934029  0.325
87 H 5.176575 -6.285815 -0.642255  0.336
88 H 6.669091 -7.198968 -0.205634  0.415
89 H 7.078451 -5.577264 1.688545  0.332
90 H 5.470345 -6.259897 1.676562  0.277
91 H 4.684810 -4.068899 0.341703  0.107
92 H 6.338399 -3.496984 0.381413  0.414
93 H 7.187708 -2.407536 2.516770  0.328
94 H 6.991248 -4.119985 3.176931  0.323
95 H 6.380480 -2.700961 4.055392  0.380
96 H 4.314716 -3.360840 4.064900  0.328
97 H 4.217843 -4.877784 3.181347  0.495
98 H 2.049043 -3.291242 3.052186  -0.975
99 H 2.566590 -4.085823 1.556359  0.458
100 H 2.512212 -1.279047 2.238922  -0.113
101 H 3.057917 -2.005220 0.607396  -0.936
102 H 4.732902 -1.244273 2.849783  0.010
103 H 5.180586 -1.360586 1.143148  0.612
104 C -4.794776 7.708149 1.878130  -1.516
105 C -3.842196 6.801053 1.118561  0.629
106 C -3.262232 7.517319 -0.139147  -0.659
107 N -2.213246 6.623174 -0.996247  0.613
108 C -1.571131 7.563893 -1.995298  -1.020
109 C -1.101020 5.926770 -0.143870  -1.288
110 C -1.338848 4.411809 -0.156556  1.799
111 C -2.022093 4.252623 -1.476293  0.626
112 C -2.921698 5.449762 -1.664150  -0.705
113 H -4.139372 8.334162 2.483652  0.347
114 H -5.356958 7.189762 2.654868  0.401
115 H -5.469630 8.186018 1.167983  0.382
116 H -4.448953 5.915071 0.931487  0.221
117 H -3.040089 6.503854 1.794128  -0.248
118 H -2.604985 8.361259 0.070346  0.351
119 H -4.077584 7.911034 -0.746017  0.406
120 H -0.775126 7.013434 -2.496767  0.372
121 H -1.041754 8.297023 -1.386709  0.462
122 H -2.356339 7.947507 -2.646747  0.319
123 H -0.098624 6.069862 -0.547402  0.157
124 H -1.124986 6.436538 0.819278  0.410
125 H -0.413179 3.866142 0.026425  -0.770
126 H -1.979774 4.194771 0.697968  -0.121
127 H -1.329381 4.021459 -2.285500  0.161
128 H -2.485710 3.267085 -1.433011  -0.758
129 H -3.345781 5.751828 -2.621757  0.411
130 H -3.827371 5.263885 -1.086829  -0.023
131 N 3.074507 3.005539 -3.496619  -0.037
132 S 1.738154 3.508474 -2.458246  0.876
133 O 1.103732 4.813114 -2.694366  -0.574
134 O 1.647598 2.940993 -1.122171  -0.159
135 F 0.672922 2.518224 -3.157626  -0.308
136 S 3.799120 4.291081 -3.149966  0.824
137 O 4.207295 4.722775 -1.831673  -0.552
138 O 3.752203 5.259936 -4.205067  -0.695
139 F 5.124308 3.445329 -3.574501  -0.343
140 N 0.746475 -8.911116 -2.754387  -0.503
141 S 1.640050 -8.373690 -1.404972  1.089
142 O 0.907608 -8.141486 -0.152938  -0.596
143 O 2.778662 -7.547132 -1.702117  -0.518
144 F 2.287435 -9.816774 -1.173067  -0.307
145 S -0.072221 -7.648942 -2.971301  1.258
146 O 0.609100 -6.524915 -3.487699  -0.557
147 O -1.234350 -7.427252 -2.119074  -0.551
148 F -0.764547 -8.199100 -4.280877  -0.341
149 N -4.467220 -4.100776 -6.166300  -0.239
150 S -3.312279 -4.588380 -5.013261  0.839
151 O -2.440478 -3.590028 -4.398812  -0.237
152 O -2.814081 -5.957145 -4.959377  -0.508
153 F -4.381598 -4.658338 -3.802187  -0.337
154 S -3.551119 -4.189744 -7.348428  0.991
155 O -3.507146 -5.523695 -7.927234  -0.636
156 O -2.348912 -3.342634 -7.444705  -0.548
157 F -4.518736 -3.371786 -8.418414  -0.352
158 N -3.622167 -2.883454 0.209897  0.163
159 S -3.986301 -2.853239 1.856233  0.740
160 O -3.528008 -3.795788 2.837955  -0.486
161 O -5.272645 -2.201316 2.114988  -0.723
162 F -2.892958 -1.734411 2.245980  -0.172
163 S -3.098591 -4.284549 0.231796  0.729
164 O -4.185168 -5.271607 0.286094  -0.680
165 O -1.820556 -4.686457 0.792499  -0.530
166 F -2.837583 -4.221577 -1.352464  -0.148
167 C -1.158404 4.693561 3.744979  -0.516
168 C -1.480289 3.269003 3.414528  0.576
169 O -2.342385 2.677512 4.142793  -0.838
170 O -0.781467 2.664072 2.553980  -0.016
171 H -0.083771 4.779909 3.584357  0.048
172 H -1.438623 5.027799 4.743910  0.367
173 H -1.586483 5.359350 2.995596  -0.398
174 C -0.140814 -0.562042 -4.996228  -0.118
175 C 0.964687 0.395312 -5.620281  0.652
176 O 1.912293 0.569401 -4.910775  -0.085
177 O 0.829365 1.063820 -6.722366  -0.659
178 H -1.143838 -0.233485 -5.268432  0.223
179 H -0.057639 -0.547592 -3.909490  -0.536
180 H 0.099032 -1.578937 -5.306879  0.480
181 C 5.924120 1.548793 0.720787  -0.941
182 C 5.217119 1.277934 -0.607993  0.248
183 O 5.921217 1.190172 -1.651235  -0.743
184 O 3.973853 1.127344 -0.705713  -0.038
185 H 5.513217 0.943713 1.528959  -0.079
186 H 5.877753 2.605189 0.985334  0.294
187 H 6.955590 1.211251 0.619604  0.430
188 C 4.746584 -3.946219 -3.366576  -0.491
189 C 4.429205 -2.403324 -3.455217  0.378
190 O 4.688555 -1.740965 -4.434493  -0.727
191 O 3.905304 -1.796436 -2.469486  -0.470
192 H 4.764585 -4.376490 -4.367896  0.325
193 H 3.928386 -4.421233 -2.825265  -0.031
194 H 5.706749 -4.147112 -2.891365  0.088
195 C -3.129714 1.280466 -4.239712  -0.008
196 C -4.132816 2.376791 -4.501221  0.093
197 O -4.394080 3.115198 -3.508667  -0.570
198 O -4.709345 2.465781 -5.566071  -0.760
199 H -3.536310 0.369149 -4.678217  0.219
200 H -2.962930 1.128050 -3.173391  -0.280
201 H -2.167779 1.551846 -4.674607  0.407

Cartesian forces (eV/Å) of the 3 atoms listed first:
C -0.577 1.391 -0.243
C 1.104 -2.413 0.618
N -1.805 2.348 1.083

Calculated values
frontier orbital gap (spin up / spin down) = 2.5 / 2.5 eV
M = 1716.90 g mol⁻¹
F_max = 11.09 eV Å⁻¹
total charge = -2
calculated total energy = -235891.9398 eV
spin multiplicity = 2
⟨S²⟩ = 0.758